75
Properties=species:S:1:pos:R:3 method="wB97M-V/def2-TZVPD" homo_ev="-8.1 / -8.1" total_energy_ha=-2437.2177 gap_ev="7.05 / 7.37" total_charge=0 lumo_energy_ev="-1.0 / -0.7" relative_energy_kcal_mol=0.0 multiplicity=3
Mo -1.361 -0.369 -0.377
O -0.290 -0.186 1.603
C 1.156 -0.017 1.552
C 1.488 0.407 0.100
O 2.568 0.826 -0.215
O 0.484 0.205 -0.726
C 1.551 1.081 2.527
C 2.471 0.872 3.543
C 2.789 1.905 4.415
C 2.191 3.147 4.279
C 1.275 3.364 3.258
C 0.963 2.339 2.381
C 1.776 -1.369 1.870
C 3.054 -1.696 1.426
C 3.621 -2.913 1.773
C 2.922 -3.811 2.568
C 1.653 -3.482 3.021
C 1.082 -2.265 2.676
H -0.669 0.514 2.156
H 2.938 -0.097 3.659
H 3.507 1.734 5.206
H 2.440 3.947 4.963
H 0.812 4.334 3.137
H 0.268 2.529 1.569
H 3.602 -0.996 0.809
H 4.614 -3.158 1.420
H 3.367 -4.761 2.838
H 1.101 -4.174 3.645
H 0.088 -2.023 3.026
O -3.936 -1.473 2.515
C -3.670 -0.844 1.528
O -2.656 -1.226 0.725
C -4.480 0.332 1.081
C -5.840 0.277 1.377
C -6.691 1.300 1.005
C -6.177 2.405 0.340
C -4.825 2.480 0.054
C -3.960 1.449 0.420
S -2.232 1.744 0.109
H -6.210 -0.590 1.907
H -7.747 1.239 1.232
H -6.831 3.214 0.041
H -4.420 3.343 -0.457
C 5.809 -0.841 -4.829
C 4.582 -1.559 -5.323
C 4.638 -2.309 -6.490
C 3.517 -2.966 -6.974
C 2.330 -2.898 -6.268
C 2.261 -2.153 -5.095
N 1.022 -2.093 -4.407
C 0.819 -2.579 -3.147
C 1.804 -3.342 -2.494
C 1.610 -3.820 -1.216
C 0.433 -3.552 -0.520
C -0.536 -2.795 -1.146
C -0.368 -2.297 -2.445
C -1.396 -1.403 -3.045
O -1.612 -1.308 -4.225
O -2.010 -0.588 -2.159
C 3.375 -1.454 -4.618
C 3.293 -0.593 -3.386
H 6.675 -1.093 -5.439
H 6.033 -1.101 -3.793
H 5.677 0.243 -4.864
H 5.575 -2.374 -7.030
H 3.574 -3.542 -7.888
H 1.447 -3.425 -6.607
H 0.199 -1.795 -4.909
H 2.721 -3.563 -3.023
H 2.384 -4.413 -0.748
H 0.279 -3.932 0.480
H -1.476 -2.647 -0.611
H 3.772 -1.074 -2.528
H 2.264 -0.377 -3.109
H 3.804 0.357 -3.545

=====

24
Properties=species:S:1:pos:R:3 method="wB97M-V/def2-TZVPD" homo_ev=-9.2 total_energy_ha=-421.9813 gap_ev=9.70 smiles=CC[C@H](N)CN.O.O total_charge=0 lumo_energy_ev=0.5 relative_energy_kcal_mol=6.4
C -1.613 0.586 2.366
C -1.479 0.432 0.859
C -0.248 -0.345 0.408
N 0.142 -1.499 1.233
C 0.986 0.557 0.282
N 2.055 0.002 -0.532
H -0.762 1.017 2.892
H -2.451 1.256 2.585
H -1.912 -0.346 2.866
H -1.395 1.436 0.430
H -2.384 -0.055 0.510
H -0.454 -0.746 -0.580
H -0.517 -2.257 1.099
H 0.019 -1.254 2.213
H 0.735 1.554 -0.114
H 1.351 0.767 1.297
H 2.695 -0.620 -0.066
H 1.651 -0.462 -1.341
O -2.091 -1.379 -2.532
H -1.824 -0.534 -2.905
H -2.382 -1.925 -3.272
O 3.542 1.551 -2.654
H 3.015 1.051 -3.280
H 3.320 1.212 -1.766

=====

229
Properties=species:S:1:pos:R:3 method="wB97M-V/def2-TZVPD" homo_ev=-10.3 total_energy_ha=-7775.1430 gap_ev=10.11 smiles="CCOP(=O)(OCC)OCC.CCOP(=O)(OCC)OCC.CCOP(=O)(OCC)OCC.CCOP(=O)(OCC)OCC.CCOP(=O)(OCC)OCC.CCOP(=O)(OCC)OCC.CCOP(=O)(OCC)OCC.CCOP(=O)(OCC)OCC.C[N+](=O)[O-].C[N+](=O)[O-].C[N+](=O)[O-]" total_charge=0 lumo_energy_ev=-0.2
C 13.239 -16.591 -25.773
C 12.038 -15.745 -26.303
O 10.733 -15.930 -25.753
P 10.497 -15.753 -24.157
O 11.656 -15.266 -23.421
O 9.890 -17.185 -23.644
C 10.783 -18.243 -23.364
C 10.248 -18.873 -22.100
O 9.237 -14.739 -24.064
C 9.151 -13.541 -24.725
C 7.735 -13.454 -25.389
H 13.270 -17.621 -26.129
H 14.138 -16.161 -26.213
H 13.364 -16.703 -24.696
H 12.354 -14.734 -26.045
H 11.983 -15.918 -27.377
H 10.870 -18.947 -24.191
H 11.805 -17.872 -23.278
H 9.940 -18.207 -21.294
H 9.335 -19.351 -22.455
H 10.777 -19.742 -21.709
H 9.100 -12.724 -24.006
H 9.935 -13.445 -25.476
H 7.575 -14.344 -25.998
H 6.983 -13.533 -24.604
H 7.638 -12.609 -26.071
C 2.494 -10.938 -22.415
C 1.844 -9.586 -22.779
O 2.528 -9.046 -23.834
P 3.214 -7.599 -23.812
O 2.455 -6.445 -23.237
O 4.653 -7.876 -23.115
C 5.501 -6.727 -22.848
C 5.821 -6.700 -21.396
O 3.636 -7.523 -25.405
C 2.762 -7.056 -26.370
C 2.014 -8.248 -27.011
H 2.004 -11.507 -21.624
H 2.575 -11.581 -23.292
H 3.515 -10.812 -22.054
H 0.801 -9.650 -23.091
H 1.821 -8.902 -21.931
H 6.341 -6.966 -23.501
H 5.200 -5.765 -23.263
H 6.483 -5.885 -21.107
H 4.984 -6.531 -20.719
H 6.279 -7.639 -21.083
H 2.182 -6.223 -25.974
H 3.288 -6.667 -27.242
H 1.595 -7.921 -27.963
H 2.655 -9.088 -27.278
H 1.205 -8.554 -26.347
C -5.953 -20.715 -20.982
C -6.073 -20.154 -19.578
O -4.794 -19.886 -19.027
P -4.334 -18.359 -18.642
O -5.447 -17.667 -17.934
O -2.960 -18.551 -17.789
C -2.954 -19.045 -16.525
C -1.695 -19.840 -16.316
O -3.816 -17.676 -20.047
C -3.014 -18.358 -20.973
C -1.495 -18.054 -20.877
H -5.186 -20.329 -21.654
H -5.788 -21.784 -21.113
H -6.913 -20.581 -21.481
H -6.606 -19.207 -19.671
H -6.750 -20.692 -18.915
H -3.124 -18.261 -15.787
H -3.800 -19.718 -16.384
H -0.870 -19.219 -16.664
H -1.502 -20.069 -15.268
H -1.642 -20.849 -16.726
H -3.336 -19.391 -20.838
H -3.249 -18.088 -22.003
H -0.947 -18.708 -21.555
H -1.228 -17.043 -21.184
H -1.092 -18.315 -19.898
C -2.213 -25.019 -26.967
C -2.113 -24.612 -28.471
O -2.330 -23.212 -28.553
P -1.357 -22.172 -29.326
O -1.859 -20.782 -29.132
O 0.161 -22.471 -28.731
C 0.413 -21.958 -27.462
C 1.116 -22.980 -26.652
O -1.332 -22.669 -30.822
C -0.414 -23.626 -31.353
C -1.202 -24.780 -32.026
H -3.130 -24.599 -26.554
H -2.198 -26.097 -26.803
H -1.479 -24.543 -26.317
H -1.124 -24.782 -28.897
H -2.894 -25.114 -29.041
H 1.032 -21.073 -27.606
H -0.386 -21.601 -26.813
H 1.367 -22.550 -25.682
H 0.520 -23.775 -26.205
H 1.905 -23.570 -27.118
H 0.121 -23.128 -32.162
H 0.277 -23.937 -30.569
H -1.752 -25.422 -31.339
H -1.929 -24.308 -32.686
H -0.589 -25.419 -32.662
C 3.849 -11.196 -12.424
C 4.304 -11.380 -13.864
O 3.266 -10.978 -14.732
P 2.278 -11.961 -15.574
O 2.992 -13.057 -16.286
O 1.433 -10.966 -16.562
C 0.646 -9.942 -16.037
C 1.488 -8.707 -15.848
O 1.118 -12.429 -14.588
C 0.078 -13.274 -15.076
C -1.177 -12.724 -14.419
H 2.923 -11.702 -12.155
H 4.649 -11.375 -11.706
H 3.620 -10.140 -12.280
H 5.189 -10.790 -14.098
H 4.409 -12.442 -14.087
H -0.122 -9.714 -16.776
H 0.071 -10.184 -15.143
H 2.397 -8.794 -15.253
H 1.824 -8.356 -16.824
H 0.975 -7.789 -15.563
H 0.099 -13.128 -16.156
H 0.255 -14.312 -14.796
H -1.423 -11.706 -14.724
H -2.077 -13.262 -14.713
H -1.169 -12.595 -13.337
C 2.061 -29.667 -22.928
C 2.361 -28.361 -22.260
O 3.754 -28.044 -22.459
P 4.526 -27.257 -21.308
O 4.494 -27.953 -19.980
O 5.991 -27.040 -21.953
C 6.212 -26.433 -23.225
C 7.580 -26.979 -23.734
O 3.926 -25.719 -21.292
C 4.546 -24.753 -20.394
C 3.869 -24.956 -19.040
H 1.041 -29.858 -22.596
H 2.041 -29.616 -24.017
H 2.813 -30.409 -22.660
H 1.713 -27.606 -22.706
H 2.177 -28.491 -21.193
H 5.379 -26.602 -23.907
H 6.255 -25.345 -23.183
H 7.818 -26.557 -24.711
H 8.440 -26.853 -23.076
H 7.455 -28.049 -23.901
H 5.607 -24.985 -20.302
H 4.294 -23.727 -20.664
H 4.164 -25.889 -18.559
H 4.333 -24.163 -18.454
H 2.798 -24.752 -19.059
C 10.696 -9.083 -12.091
C 11.759 -8.456 -12.941
O 11.573 -8.801 -14.313
P 10.833 -7.780 -15.429
O 10.166 -6.608 -14.767
O 12.000 -7.464 -16.460
C 13.136 -6.699 -16.158
C 13.019 -5.504 -17.125
O 9.720 -8.725 -16.170
C 10.134 -9.832 -16.916
C 8.889 -10.604 -17.424
H 10.978 -8.866 -11.061
H 9.686 -8.755 -12.338
H 10.685 -10.168 -11.985
H 11.650 -7.408 -12.665
H 12.732 -8.759 -12.555
H 13.214 -6.311 -15.142
H 14.013 -7.335 -16.272
H 12.333 -4.700 -16.860
H 13.894 -4.856 -17.169
H 12.887 -5.818 -18.160
H 10.709 -9.487 -17.776
H 10.769 -10.461 -16.292
H 8.406 -11.155 -16.616
H 8.217 -9.903 -17.919
H 9.209 -11.337 -18.164
C -0.371 -13.152 -26.634
C -1.759 -13.798 -26.695
O -2.399 -13.777 -25.422
P -3.342 -12.484 -25.086
O -2.815 -11.143 -25.522
O -4.780 -12.916 -25.720
C -5.207 -12.236 -26.831
C -6.701 -12.184 -26.935
O -3.585 -12.706 -23.508
C -4.089 -11.681 -22.746
C -3.619 -11.949 -21.282
H -0.364 -12.215 -26.077
H 0.261 -13.812 -26.040
H 0.130 -13.114 -27.602
H -2.441 -13.401 -27.447
H -1.534 -14.812 -27.025
H -4.953 -11.177 -26.863
H -4.802 -12.733 -27.713
H -6.970 -13.240 -26.980
H -7.188 -11.638 -26.127
H -7.058 -11.673 -27.829
H -3.716 -10.728 -23.121
H -5.178 -11.639 -22.779
H -4.210 -12.708 -20.769
H -2.567 -12.188 -21.123
H -3.842 -11.111 -20.623
C 8.539 -21.860 -14.153
N 7.310 -21.117 -14.627
O 7.191 -20.823 -15.820
O 6.458 -20.764 -13.752
H 8.929 -22.395 -15.020
H 8.143 -22.599 -13.456
H 9.271 -21.204 -13.682
C 8.049 -20.185 -27.218
N 7.078 -20.962 -27.945
O 6.627 -20.571 -28.977
O 6.784 -22.047 -27.622
H 7.468 -19.844 -26.361
H 8.403 -19.363 -27.840
H 8.799 -20.892 -26.863
C 4.601 -17.150 -20.632
N 4.610 -17.432 -22.114
O 4.430 -16.582 -23.000
O 4.841 -18.554 -22.419
H 5.288 -16.344 -20.375
H 4.807 -18.053 -20.058
H 3.604 -16.801 -20.364

=====

19
Properties=species:S:1:pos:R:3 method="wB97M-V/def2-TZVPD" homo_ev="-7.9 / -7.9" total_energy_ha=-1879.5629 gap_ev="8.13 / 8.13" smiles="C=C1SC=C[C@H]1CC=[Si](Cl)Cl" total_charge=0 lumo_energy_ev="0.2 / 0.2" relative_energy_kcal_mol=15.4
C 2.190 0.042 -0.501
C 1.095 0.504 0.043
S 1.172 2.188 0.671
C -0.375 2.010 1.498
C -0.940 0.868 1.256
C -0.189 -0.109 0.403
C -1.147 -0.325 -0.877
C -0.462 -1.006 -1.920
Si 0.379 0.014 -3.044
Cl 0.070 2.017 -3.161
Cl 1.455 -0.381 -4.781
H 3.149 0.601 -0.768
H 2.264 -1.084 -0.637
H -0.676 2.770 2.165
H -1.755 0.479 1.906
H -0.172 -1.052 0.720
H -1.970 -0.888 -0.538
H -1.597 0.605 -1.181
H -0.323 -2.006 -1.620

=====

97
Properties=species:S:1:pos:R:3 method="wB97M-V/def2-TZVPD" homo_ev=-10.6 total_energy_ha=-1928.4547 gap_ev=5.34 total_charge=+1 lumo_energy_ev=-5.2
C 0.685 -0.861 -2.564
N -0.477 -1.325 -3.381
C -0.154 -1.445 -4.837
C -1.119 -2.532 -2.831
O -2.226 -2.371 -2.232
C -0.587 -4.042 -2.955
C 1.001 -4.190 -2.874
C 1.928 -3.933 -4.085
C 3.470 -4.051 -3.952
C 4.032 -4.432 -2.541
C 3.019 -4.663 -1.386
N 1.580 -4.545 -1.578
H 0.424 -0.690 -1.465
H 1.604 -1.544 -2.596
H 1.034 0.157 -2.995
H 0.949 -1.204 -5.061
H -0.390 -2.480 -5.259
H -0.765 -0.620 -5.374
H -1.013 -4.625 -2.050
H -1.032 -4.577 -3.880
H 1.445 -3.641 -5.074
H 4.100 -3.840 -4.876
H 5.169 -4.501 -2.422
H 3.420 -4.909 -0.351
H 0.940 -4.687 -0.783
C 3.264 3.751 0.064
C 4.113 2.895 0.759
C 3.674 1.628 1.131
C 2.387 1.213 0.799
C 1.539 2.068 0.101
C 1.975 3.338 -0.263
H 3.606 4.740 -0.223
H 5.118 3.216 1.012
H 4.334 0.964 1.679
H 2.046 0.223 1.085
H 0.536 1.743 -0.159
H 1.312 4.006 -0.802
C -5.479 -4.887 0.255
C -4.843 -4.005 -0.613
C -4.220 -2.864 -0.114
C -4.226 -2.611 1.255
C -4.859 -3.496 2.124
C -5.489 -4.631 1.624
H -5.967 -5.774 -0.134
H -4.833 -4.205 -1.679
H -3.731 -2.175 -0.789
H -3.736 -1.725 1.645
H -4.862 -3.299 3.191
H -5.987 -5.318 2.300
C 10.155 5.110 2.347
C 9.272 4.088 2.681
C 7.972 4.100 2.184
C 7.558 5.130 1.344
C 8.443 6.151 1.007
C 9.739 6.143 1.512
H 11.167 5.102 2.737
H 9.597 3.281 3.330
H 7.282 3.306 2.450
H 6.546 5.138 0.952
H 8.121 6.953 0.352
H 10.427 6.941 1.254
C -4.008 1.907 -2.209
C -2.621 1.798 -2.220
C -1.835 2.889 -1.865
C -2.435 4.088 -1.489
C -3.822 4.195 -1.474
C -4.609 3.107 -1.838
H -4.622 1.057 -2.489
H -2.153 0.862 -2.507
H -0.753 2.805 -1.881
H -1.821 4.937 -1.208
H -4.290 5.129 -1.179
H -5.690 3.192 -1.831
C -7.101 -9.749 5.332
C -7.274 -8.798 6.334
C -6.895 -7.478 6.114
C -6.351 -7.105 4.888
C -6.182 -8.055 3.885
C -6.553 -9.378 4.108
H -7.394 -10.779 5.505
H -7.704 -9.087 7.287
H -7.023 -6.739 6.898
H -6.060 -6.074 4.715
H -5.760 -7.764 2.928
H -6.416 -10.119 3.328
C 2.164 7.862 0.658
C 1.281 6.840 0.991
C -0.019 6.852 0.494
C -0.433 7.883 -0.345
C 0.451 8.903 -0.682
C 1.748 8.896 -0.177
H 3.176 7.854 1.048
H 1.605 6.033 1.640
H -0.710 6.058 0.760
H -1.445 7.890 -0.737
H 0.129 9.706 -1.337
H 2.436 9.694 -0.435

=====

24
Properties=species:S:1:pos:R:3 method="wB97M-V/def2-TZVPD" homo_ev=-9.2 total_energy_ha=-584.1486 gap_ev=9.63 smiles="NCCN(CCN)N(O)N=O" total_charge=0 lumo_energy_ev=0.4 relative_energy_kcal_mol=187.5
N -2.840 -1.768 -0.683
C -2.287 -0.730 0.274
C -0.833 -0.676 0.145
N 0.075 0.252 0.874
C 1.495 -0.169 0.849
C 2.354 0.216 -0.505
N 3.806 -0.221 -0.062
N -0.373 1.517 0.611
O -1.399 2.005 1.341
N -0.245 1.887 -0.683
O -0.988 2.830 -1.083
H -3.730 -2.012 -0.497
H -3.113 -1.026 -1.532
H -2.703 -0.820 1.379
H -2.669 0.294 0.013
H -0.424 -0.497 -0.798
H -0.553 -1.740 0.414
H 1.415 -1.368 0.967
H 2.267 0.214 1.812
H 2.036 -0.264 -1.437
H 2.469 1.268 -0.998
H 4.448 -0.370 -0.826
H 3.636 -1.343 -0.149
H -1.844 2.522 0.574